# 1
C27H68CdF6N3O9P | ωB97M-V/def2-TZVPD

Last column: Mulliken charge in e.
Cartesian coordinates (Å):
Cd 1.960 -0.600 -0.371  1.78
C -0.871 3.100 -1.648  -1.51
C -0.384 3.428 -0.199  1.82
C -1.431 4.216 0.469  -0.68
C -1.241 4.481 1.948  -1.00
C -1.117 3.136 2.706  -0.70
C 0.037 2.293 2.129  1.90
N -0.100 2.208 0.633  -0.24
O 0.767 1.227 -0.011  -0.04
C -0.130 0.936 2.804  -0.98
C 1.406 2.783 2.712  -1.84
C 0.791 4.371 -0.415  -1.77
H -1.211 3.902 -2.304  0.41
H -1.610 2.302 -1.581  0.00
H -0.035 2.738 -2.247  0.10
H -2.310 3.571 0.469  -0.35
H -1.684 5.167 0.001  0.59
H -2.035 5.126 2.325  0.50
H -0.332 5.043 2.163  0.39
H -2.030 2.557 2.565  -0.25
H -0.959 3.370 3.759  0.46
H 0.630 0.173 2.634  -0.57
H -1.055 0.484 2.446  -0.28
H -0.295 1.039 3.877  0.66
H 1.478 2.594 3.783  0.46
H 1.536 3.846 2.506  0.33
H 2.204 2.322 2.130  0.08
H 1.559 3.999 -1.094  0.25
H 1.355 4.581 0.494  0.28
H 0.472 5.342 -0.794  0.36
P 0.792 -4.490 -3.425  1.45
F 0.036 -5.933 -3.063  -0.41
F 2.225 -5.111 -3.037  -0.38
F 0.936 -5.020 -4.999  -0.39
F 1.512 -3.074 -3.878  -0.52
F -0.634 -3.828 -3.905  -0.35
F 0.581 -3.958 -1.948  -0.57
C -6.248 -1.547 3.990  -0.78
O -5.538 -0.909 2.912  -0.21
C -5.966 0.455 2.685  -1.05
C -4.958 1.257 1.770  -0.05
N -4.974 0.589 0.436  -0.47
C -3.770 0.961 -0.361  0.50
C -3.891 0.389 -1.771  -0.87
O -3.520 -0.991 -1.764  -0.17
C -3.719 -1.718 -3.007  -1.01
H -5.630 -2.410 4.241  0.18
H -7.237 -1.937 3.748  0.31
H -6.353 -0.958 4.901  0.34
H -6.004 0.980 3.639  0.50
H -6.967 0.472 2.254  0.41
H -4.003 1.273 2.296  -0.06
H -5.362 2.264 1.671  0.38
H -5.168 -0.402 0.426  0.35
H -2.814 0.692 0.088  -0.26
H -3.672 2.032 -0.534  0.09
H -3.214 0.917 -2.443  0.37
H -4.889 0.541 -2.181  0.48
H -4.757 -1.986 -3.203  0.32
H -3.151 -2.640 -3.128  0.27
H -3.233 -1.174 -3.817  0.39
C 2.919 -3.631 0.044  -1.04
O 3.056 -2.287 -0.443  1.17
C 4.377 -1.990 -0.721  -1.14
C 4.521 -0.648 -1.464  -0.86
N 3.677 0.442 -0.957  -0.18
C 4.222 1.255 0.118  -0.80
C 4.251 0.452 1.412  -1.37
O 3.098 -0.385 1.495  0.59
C 3.162 -1.243 2.624  -1.03
H 3.139 -4.350 -0.745  0.23
H 1.872 -3.739 0.328  0.03
H 3.596 -3.792 0.883  0.40
H 4.775 -2.787 -1.349  0.56
H 4.958 -2.027 0.200  0.37
H 4.187 -0.747 -2.496  0.23
H 5.557 -0.310 -1.479  0.61
H 3.642 1.129 -1.697  0.24
H 3.581 2.136 0.160  0.21
H 5.181 1.753 -0.030  0.41
H 4.378 1.160 2.231  0.60
H 5.164 -0.144 1.448  0.58
H 3.349 -0.694 3.547  0.27
H 4.017 -1.919 2.596  0.37
H 2.257 -1.840 2.733  -0.06
C -0.914 -1.593 -0.090  -0.36
O 0.401 -1.702 0.483  1.59
H -0.894 -0.885 -0.918  -0.26
H -1.285 -2.554 -0.446  0.47
H -1.582 -1.112 0.625  -0.31
H 0.284 -2.085 1.356  -0.62
C 5.120 1.619 -4.608  -0.78
O 4.704 1.805 -3.263  -0.42
H 5.748 2.456 -4.912  0.32
H 5.666 0.677 -4.571  0.33
H 4.333 1.550 -5.359  0.24
H 5.523 2.025 -2.812  0.26
C 0.022 -0.170 -4.109  -1.39
C 1.378 0.075 -3.429  -0.06
O 1.450 -0.920 -2.384  0.79
H -0.189 0.672 -4.768  0.43
H -0.788 -0.297 -3.391  0.07
H 0.140 -1.010 -4.794  0.55
H 1.433 1.083 -3.017  0.12
H 2.269 -0.077 -4.038  0.12
H 1.218 -1.681 -2.922  -0.35
C -2.139 -2.480 3.425  -0.54
C -1.237 -3.641 2.956  -0.61
O 0.049 -3.118 2.613  -0.46
H -1.637 -1.818 4.131  0.25
H -3.040 -2.884 3.885  0.31
H -2.545 -1.905 2.593  -0.06
H -1.739 -4.207 2.172  0.31
H -1.176 -4.326 3.802  0.48
H 0.713 -3.761 2.872  0.22

As for the gap between HOMO and LUMO: 5.952 eV.

***

# 2
C27H69CrN4O11S | ωB97M-V/def2-TZVPD

Last column: Mulliken charge in e.
Cartesian coordinates (Å):
Cr 1.999 2.202 -0.905  1.52
C 3.422 0.585 -4.389  -1.21
C 2.633 1.729 -3.710  0.47
C 1.276 2.268 -4.301  -0.53
O 2.468 1.439 -2.371  -0.57
H 2.873 -0.340 -4.240  0.19
H 4.359 0.531 -3.823  0.24
H 3.619 0.702 -5.460  0.36
H 3.191 2.613 -3.983  0.27
H 0.470 1.556 -4.206  0.05
H 1.380 2.652 -5.326  0.45
H 1.021 3.110 -3.647  -0.34
C -1.366 -0.111 0.138  -1.59
C 0.067 -0.199 -0.482  2.07
C 0.011 -0.742 -1.934  -0.02
O 0.908 0.947 -0.201  0.15
H -2.059 -0.790 -0.374  0.41
H -1.859 0.869 0.160  0.31
H -1.304 -0.453 1.188  0.36
H 0.529 -1.068 0.052  -1.17
H -0.536 -0.147 -2.686  -0.96
H -0.546 -1.706 -1.867  0.37
H 1.008 -0.931 -2.369  -0.15
C -0.983 4.377 -2.476  -0.69
C 0.475 4.751 -1.927  0.24
C 0.619 6.077 -1.255  -1.46
O 1.115 3.763 -1.223  -0.65
H -0.912 3.441 -3.029  -0.09
H -1.275 5.199 -3.177  0.36
H -1.717 4.240 -1.667  0.35
H 1.049 4.951 -2.866  0.17
H 0.254 6.959 -1.801  0.34
H 1.668 6.090 -0.994  0.37
H 0.042 6.110 -0.325  0.26
C 3.774 3.519 3.120  -1.36
C 3.002 2.530 2.272  0.12
C 1.521 2.477 2.602  -0.17
O 0.988 3.781 2.382  -0.38
C -0.337 3.937 2.860  -0.87
N 3.247 2.871 0.852  -0.50
H 4.840 3.321 3.181  0.38
H 3.363 3.750 4.082  0.38
H 3.654 4.515 2.653  0.34
H 3.460 1.551 2.281  0.36
H 1.362 2.051 3.619  0.63
H 0.958 1.818 1.935  -0.38
H -0.969 3.315 2.228  0.22
H -0.709 4.961 2.874  0.33
H -0.409 3.533 3.872  0.36
H 3.068 3.860 0.705  0.29
H 4.230 2.636 0.675  0.27
C -4.211 -1.140 8.489  -1.53
C -4.244 -1.193 6.974  0.75
C -3.552 -0.001 6.398  -0.75
O -3.693 -0.063 5.004  -0.31
C -3.038 0.975 4.351  -0.72
N -3.542 -2.337 6.486  -0.66
H -3.235 -1.354 8.937  0.40
H -4.942 -1.828 8.936  0.37
H -4.492 -0.131 8.824  0.36
H -5.337 -1.115 6.750  0.16
H -2.474 -0.059 6.733  0.30
H -4.004 0.922 6.846  0.31
H -3.497 1.952 4.605  0.32
H -3.093 0.806 3.291  0.26
H -1.974 1.031 4.666  0.32
H -3.774 -3.234 6.895  0.24
H -3.636 -2.499 5.495  0.19
C 2.090 -3.222 2.020  -1.49
C 3.161 -2.290 1.515  0.38
C 3.353 -2.433 0.035  -0.38
O 4.387 -1.609 -0.351  -0.40
C 4.742 -2.027 -1.654  -0.61
N 2.890 -0.851 1.749  -0.28
H 1.815 -3.041 3.055  0.40
H 2.423 -4.265 1.970  0.43
H 1.202 -3.117 1.390  0.23
H 4.033 -2.694 2.028  0.37
H 2.289 -2.349 -0.310  -0.27
H 3.641 -3.460 -0.237  0.60
H 5.168 -3.024 -1.523  0.39
H 5.346 -1.253 -2.151  0.25
H 3.829 -2.177 -2.297  0.14
H 2.782 -0.340 0.874  -0.11
H 2.090 -0.641 2.319  0.23
C 1.125 -4.047 -2.920  -0.62
C 0.443 -5.384 -2.921  0.58
C -0.938 -5.245 -2.301  -0.90
O -0.966 -4.393 -1.230  -0.12
C -2.080 -4.679 -0.390  -0.93
N 0.279 -6.087 -4.222  -0.68
H 1.106 -3.486 -1.986  -0.17
H 0.552 -3.411 -3.610  0.18
H 2.116 -4.075 -3.348  0.37
H 1.084 -6.052 -2.320  0.31
H -1.250 -6.250 -2.043  0.38
H -1.647 -4.881 -3.081  0.33
H -2.216 -3.863 0.302  0.19
H -1.816 -5.570 0.201  0.35
H -2.989 -4.904 -0.971  0.38
H -0.278 -5.635 -4.922  0.22
H 1.209 -6.326 -4.546  0.26
C -2.940 0.753 -3.805  0.40
C -4.227 0.543 -2.953  -0.24
O -5.241 1.132 -3.756  -0.35
S -5.022 0.677 -5.258  1.11
O -5.417 1.743 -6.060  -0.54
O -5.548 -0.616 -5.506  -0.55
O -3.414 0.625 -5.178  -0.33
H -2.239 -0.018 -3.534  -0.02
H -2.535 1.766 -3.734  -0.05
H -4.199 1.164 -2.066  0.30
H -4.398 -0.518 -2.674  0.30

The calculation puts the energy relative to the best compared isomer or geometry (same formula, charge and spin) at 0.00 kcal/mol. As for the gap between HOMO and LUMO (alpha / beta): 8.255 / 9.303 eV. Its spin multiplicity is 4.

***

# 3
C27H69N2O19S6 | ωB97M-V/def2-TZVPD

Last column: Mulliken charge in e.
Cartesian coordinates (Å):
N -4.136 4.323 5.014  -0.67
H -3.580 3.517 4.768  0.42
H -5.050 4.328 4.584  0.39
H -3.595 5.129 4.735  0.40
H -4.246 4.214 6.012  0.40
N -0.189 -2.711 5.793  -0.52
H -0.590 -2.105 5.091  0.38
H -0.297 -2.216 6.667  0.38
H 0.808 -2.673 5.636  0.37
H -0.596 -3.628 5.681  0.38
C 1.383 1.231 0.407  -1.16
C -0.156 1.532 0.460  0.51
C -0.747 1.348 -0.957  -1.23
O -0.839 0.996 1.578  -1.00
H 1.784 1.256 1.421  0.30
H 1.810 1.981 -0.258  0.33
H 1.596 0.230 0.031  0.28
H -0.217 2.605 0.638  0.08
H -0.170 1.773 -1.779  0.32
H -1.738 1.799 -1.003  0.30
H -0.843 0.323 -1.316  0.33
O -4.841 -5.010 2.017  -0.59
S -5.803 -5.651 1.098  1.05
O -6.115 -7.049 1.311  -0.57
O -7.129 -4.710 0.865  -0.27
C -6.997 -3.378 1.134  -0.25
C -8.026 -2.570 0.380  -1.16
C -5.085 -5.646 -0.649  -0.85
H -6.002 -2.955 1.000  0.44
H -7.281 -3.243 2.178  0.27
H -7.912 -2.789 -0.682  0.33
H -7.770 -1.542 0.633  0.36
H -9.040 -2.768 0.729  0.29
H -4.137 -6.163 -0.498  0.32
H -5.024 -4.577 -0.852  0.31
H -5.609 -6.262 -1.380  0.33
O -6.926 3.177 -6.787  -0.57
S -7.956 4.164 -6.971  1.11
O -7.639 5.574 -7.095  -0.57
O -9.056 3.622 -8.116  -0.31
C -9.957 4.580 -8.778  -0.27
C -9.491 5.297 -10.010  -1.05
C -9.095 3.944 -5.535  -0.92
H -10.533 5.187 -8.079  0.29
H -10.743 3.888 -9.081  0.34
H -10.249 5.934 -10.465  0.38
H -9.100 4.666 -10.807  0.28
H -8.781 6.098 -9.806  0.31
H -9.373 2.890 -5.526  0.31
H -9.917 4.648 -5.408  0.34
H -8.330 4.091 -4.773  0.33
O 4.635 3.364 9.398  -0.58
S 3.301 2.865 9.468  1.13
O 2.884 1.568 8.920  -0.60
O 2.933 2.922 11.117  -0.28
C 3.555 2.115 12.089  -0.33
C 2.365 1.218 12.508  -1.02
C 2.108 4.174 8.967  -0.85
H 3.971 2.741 12.879  0.34
H 4.429 1.480 11.942  0.29
H 2.216 0.357 11.857  0.26
H 1.423 1.766 12.495  0.29
H 2.596 0.732 13.456  0.37
H 1.717 3.954 7.973  0.34
H 2.603 5.141 9.056  0.32
H 1.343 4.104 9.740  0.30
O 1.742 -8.097 3.692  -0.59
S 1.524 -9.278 2.863  1.13
O 0.299 -10.041 2.916  -0.58
O 1.723 -8.906 1.218  -0.32
C 2.690 -7.998 0.912  -0.26
C 3.562 -8.556 -0.194  -1.08
C 2.795 -10.554 3.201  -0.89
H 3.252 -7.701 1.797  0.41
H 2.103 -7.121 0.637  0.26
H 2.865 -8.634 -1.028  0.29
H 3.977 -9.556 -0.069  0.30
H 4.436 -7.946 -0.422  0.34
H 2.554 -10.965 4.182  0.37
H 3.814 -10.167 3.203  0.31
H 2.701 -11.377 2.493  0.32
O 6.591 -2.473 3.562  -0.60
S 7.942 -3.009 3.866  1.11
O 7.981 -4.378 4.437  -0.59
O 8.945 -2.878 2.538  -0.25
C 8.889 -1.778 1.789  -0.03
C 9.846 -1.839 0.612  -1.33
C 8.819 -1.935 5.133  -0.89
H 9.302 -0.961 2.381  0.26
H 7.934 -1.518 1.331  0.30
H 9.747 -2.668 -0.089  0.34
H 10.819 -1.961 1.090  0.32
H 9.828 -0.878 0.098  0.36
H 8.730 -0.926 4.730  0.33
H 9.831 -2.297 5.314  0.31
H 8.260 -1.929 6.068  0.35
O 1.681 8.865 -4.842  -0.62
S 0.433 9.596 -4.766  1.20
O 0.422 11.056 -4.712  -0.60
O -0.553 9.183 -6.002  -0.31
C -0.691 7.859 -6.445  -0.22
C -1.273 7.808 -7.814  -1.23
C -0.612 8.934 -3.392  -0.82
H -1.154 7.277 -5.648  0.38
H 0.282 7.377 -6.542  0.31
H -1.422 6.763 -8.084  0.37
H -0.613 8.442 -8.406  0.31
H -2.327 8.073 -7.735  0.31
H -0.074 8.271 -2.714  0.30
H -1.413 8.440 -3.942  0.29
H -0.839 9.897 -2.936  0.32
C 4.772 -2.326 -6.511  -0.20
C 4.700 -3.132 -7.594  -0.41
C 3.730 -2.881 -8.557  -0.23
C 2.783 -1.863 -8.366  -0.46
C 2.940 -0.952 -7.281  -0.30
C 3.986 -1.221 -6.329  -0.44
H 5.573 -2.505 -5.808  0.30
H 5.490 -3.851 -7.755  0.34
H 3.695 -3.505 -9.438  0.34
H 2.054 -1.761 -9.157  0.34
H 2.289 -0.099 -7.159  0.37
H 4.092 -0.617 -5.441  0.35

As for the gap between HOMO and LUMO: 2.716 eV. Its net charge is +1.

***

# 4
C27H69N3O9 | ωB97M-V/def2-TZVPD

Last column: Mulliken charge in e.
Cartesian coordinates (Å):
C 2.023 -9.431 -16.150  -1.65
C 2.737 -10.668 -15.443  1.30
C 1.716 -11.735 -15.349  -1.91
C 3.896 -11.220 -16.402  -1.09
C 5.282 -10.418 -16.315  -0.72
C 5.709 -10.195 -14.897  -1.10
C 4.595 -9.591 -13.900  1.46
C 5.061 -9.831 -12.382  -1.92
C 4.443 -8.145 -14.162  -1.78
N 3.307 -10.372 -14.101  0.34
O 2.326 -10.129 -13.146  -0.45
H 1.412 -9.731 -17.001  0.44
H 1.476 -8.873 -15.390  0.33
H 2.762 -8.779 -16.617  0.37
H 2.120 -12.714 -15.089  0.45
H 0.951 -11.462 -14.622  0.40
H 1.326 -12.008 -16.330  0.42
H 3.932 -12.298 -16.247  0.43
H 3.569 -11.012 -17.420  0.33
H 6.065 -10.986 -16.816  0.43
H 5.341 -9.488 -16.881  0.36
H 6.649 -9.673 -14.719  0.43
H 5.884 -11.215 -14.557  0.35
H 4.337 -9.451 -11.662  0.46
H 5.932 -9.251 -12.077  0.39
H 5.169 -10.904 -12.221  0.42
H 3.546 -7.857 -13.612  0.36
H 4.393 -7.908 -15.224  0.29
H 5.362 -7.691 -13.792  0.50
H 2.612 -10.798 -12.520  0.36
C 3.462 -16.451 -10.245  -1.85
C 4.558 -17.122 -9.315  1.21
C 4.292 -18.646 -9.102  -1.68
C 5.886 -16.853 -10.182  -1.07
C 7.074 -16.914 -9.231  -0.61
C 6.978 -15.782 -8.186  -1.19
C 5.756 -16.105 -7.211  1.47
C 6.068 -17.260 -6.276  -1.74
C 5.707 -14.835 -6.298  -1.85
N 4.532 -16.290 -8.065  0.23
O 3.360 -16.525 -7.315  -0.42
H 3.238 -16.930 -11.198  0.34
H 2.504 -16.470 -9.726  0.37
H 3.831 -15.427 -10.305  0.51
H 4.270 -19.062 -10.110  0.42
H 5.071 -19.152 -8.532  0.33
H 3.430 -19.003 -8.538  0.43
H 5.860 -17.557 -11.014  0.48
H 5.762 -15.919 -10.730  0.39
H 7.162 -17.897 -8.768  0.31
H 7.947 -16.706 -9.850  0.38
H 7.100 -14.839 -8.718  0.41
H 7.853 -15.709 -7.539  0.45
H 5.304 -17.402 -5.511  0.43
H 6.976 -17.171 -5.681  0.43
H 6.304 -18.192 -6.791  0.31
H 5.332 -13.876 -6.656  0.38
H 6.623 -14.715 -5.720  0.40
H 5.066 -15.010 -5.433  0.42
H 3.435 -17.433 -7.010  0.32
C 2.225 -12.750 0.263  -1.74
C 0.811 -12.942 0.992  1.25
C 1.085 -13.725 2.234  -1.82
C 0.360 -11.479 1.466  -1.15
C -0.253 -10.604 0.374  -0.77
C -1.396 -11.484 -0.286  -1.24
C -0.999 -12.944 -0.802  1.48
C -2.296 -13.775 -0.935  -1.70
C -0.374 -12.703 -2.267  -1.55
N -0.146 -13.606 0.120  0.30
O 0.201 -14.929 -0.221  -0.46
H 2.260 -12.141 -0.640  0.36
H 2.887 -12.174 0.910  0.47
H 2.656 -13.733 0.070  0.43
H 1.399 -14.740 1.990  0.37
H 1.820 -13.247 2.881  0.39
H 0.193 -13.671 2.858  0.44
H -0.278 -11.483 2.350  0.44
H 1.330 -11.071 1.747  0.44
H -0.778 -9.785 0.866  0.38
H 0.481 -10.289 -0.368  0.35
H -1.544 -10.724 -1.054  0.33
H -2.309 -11.471 0.309  0.45
H -2.543 -13.950 0.112  0.42
H -2.126 -14.681 -1.517  0.36
H -2.980 -13.065 -1.400  0.41
H -0.679 -13.538 -2.897  0.40
H 0.714 -12.652 -2.308  0.31
H -0.722 -11.805 -2.778  0.32
H 0.962 -14.875 -0.804  0.35
O -1.121 -7.630 -9.095  -0.63
H -0.948 -8.372 -9.675  0.32
H -1.278 -6.894 -9.687  0.31
O 1.665 -4.420 -3.614  -0.64
H 1.263 -5.164 -4.062  0.32
H 2.595 -4.481 -3.832  0.31
O 7.087 -7.618 -5.810  -0.63
H 7.747 -8.256 -6.081  0.32
H 7.574 -6.971 -5.300  0.32
O 0.650 -12.853 -8.375  -0.64
H 1.309 -13.436 -7.999  0.33
H 0.209 -13.385 -9.038  0.31
O 2.537 -8.356 -5.970  -0.65
H 2.263 -9.041 -6.580  0.32
H 3.491 -8.336 -6.046  0.32
O 2.176 -4.966 -8.771  -0.63
H 1.734 -4.888 -9.617  0.31
H 1.752 -5.712 -8.347  0.33

The calculation puts the energy relative to the best compared isomer or geometry (same formula, charge and spin) at 99.14 kcal/mol. As for the gap between HOMO and LUMO: 7.980 eV.

***

Largest force on an atom values, unit eV Å⁻¹, following the record order: 5.3; 3.1; 5.5; 3.0.